Below is a single C14H21NO2 molecule, with properties calculated with wB97M-V/def2-TZVPD.

Bonds (Å) are listed after each position.
Element x y z (Å)
1 C 0.402 2.907 1.551  C2 1.523, H18 1.088, H19 1.088, H20 1.088
2 C 0.565 3.744 0.288  C1 1.523, C3 1.535, H21 1.092, H22 1.092
3 C 1.527 3.096 -0.717  C2 1.535, C4 1.501, H23 1.092, H24 1.092
4 C 0.989 1.788 -1.221  C3 1.501, C5 1.391, C17 1.386
5 C -0.002 1.757 -2.197  C4 1.391, C6 1.378, H25 1.081
6 C -0.540 0.563 -2.625  C5 1.378, C7 1.396, H26 1.079
7 C -0.106 -0.648 -2.082  C6 1.396, O8 1.368, C16 1.390
8 O -0.702 -1.766 -2.600  C7 1.368, C9 1.411
9 C -0.608 -3.002 -1.926  O8 1.411, C10 1.537, H27 1.093, H28 1.093
10 C -1.665 -3.130 -0.818  C9 1.537, N11 1.443, H29 1.092, H30 1.094
11 N -1.497 -2.161 0.238  C10 1.443, C12 1.355, H31 1.008
12 C -1.006 -2.491 1.457  N11 1.355, O13 1.213, C14 1.519
13 O -0.694 -3.627 1.747  C12 1.213
14 C -0.889 -1.328 2.428  C12 1.519, C15 1.528, H32 1.092, H33 1.091
15 C 0.581 -1.056 2.742  C14 1.528, H34 1.087, H35 1.087, H36 1.087
16 C 0.890 -0.628 -1.114  C7 1.390, C17 1.385, H37 1.079
17 C 1.427 0.580 -0.701  C4 1.386, C16 1.385, H38 1.081
18 H -0.280 3.393 2.244  C1 1.088
19 H 0.005 1.925 1.308  C1 1.088
20 H 1.361 2.776 2.049  C1 1.088
21 H 0.946 4.732 0.555  C2 1.092
22 H -0.410 3.878 -0.186  C2 1.092
23 H 2.494 2.938 -0.235  C3 1.092
24 H 1.671 3.779 -1.557  C3 1.092
25 H -0.355 2.683 -2.627  C5 1.081
26 H -1.302 0.536 -3.388  C6 1.079
27 H -0.805 -3.759 -2.690  C9 1.093
28 H 0.393 -3.172 -1.519  C9 1.093
29 H -1.582 -4.118 -0.359  C10 1.092
30 H -2.659 -3.009 -1.259  C10 1.094
31 H -1.675 -1.196 0.011  N11 1.008
32 H -1.404 -1.615 3.347  C14 1.092
33 H -1.365 -0.433 2.023  C14 1.091
34 H 0.669 -0.292 3.511  C15 1.087
35 H 1.103 -0.715 1.852  C15 1.087
36 H 1.054 -1.969 3.096  C15 1.087
37 H 1.261 -1.539 -0.670  C16 1.079
38 H 2.210 0.577 0.045  C17 1.081

Output
orbital gap	9.22	eV
energy above the lowest of the compared OMol25 structures with the same formula, charge and spin	3.7	kcal per mole
calculated total energy	-20444.481	eV
structure (SMILES)	CCCc1ccc(OCCNC(=O)CC)cc1
E_LUMO	0.85	eV